[1]
This record from OMol25 describes a 40-piece molecular cluster, H80O40 overall at a distorted geometry. The level of theory is ωB97M-V/def2-TZVPD.

Values from the calculation:
- Net charge: 0
- Total energy: -3057.46695 Ha
- Orbital gap: 0.3697 hartree
- Energy relative to the best compared isomer or geometry (same formula, charge and spin): 762.4 kJ/mol

Each line ends with the Löwdin charge.
Element x y z (Å)
H1 -0.445 5.622 -1.225  0.05
H2 -1.124 4.541 -2.233  -0.01
O1 -1.243 5.354 -1.694  -0.08
H3 0.406 -5.903 0.536  0.03
H4 -0.821 -6.368 -0.188  0.06
O2 0.038 -5.959 -0.339  -0.03
H5 3.288 2.978 -0.175  0.04
H6 3.031 1.570 -0.588  0.01
O3 3.155 2.447 -0.957  -0.03
H7 4.060 -2.484 2.760  0.01
H8 5.431 -2.407 1.928  0.08
O4 4.832 -2.973 2.427  -0.04
H9 -4.928 -3.953 2.421  0.02
H10 -4.758 -4.384 0.830  -0.01
O5 -5.308 -4.079 1.546  -0.06
H11 3.168 -5.233 1.667  0.02
O6 3.289 -4.443 1.136  -0.11
H12 -5.397 -4.510 -0.804  0.05
O7 -4.775 -3.801 -1.061  -0.06
H13 -0.246 -2.437 0.296  0.00
H14 -1.446 -2.402 1.170  0.01
O8 -0.645 -2.923 1.022  -0.05
H15 -5.676 -0.167 -1.992  0.05
H16 -4.641 -0.840 -2.821  0.04
O9 -4.717 -0.224 -2.083  -0.04
H17 3.714 1.717 -4.908  0.03
H18 3.896 2.153 -3.434  0.00
O10 3.646 2.464 -4.305  -0.07
H19 0.713 -4.274 -2.672  0.04
H20 0.842 -4.383 -1.161  -0.01
O11 0.922 -3.745 -1.893  -0.07
H21 0.493 -0.432 -2.588  0.04
O12 0.920 0.401 -2.373  -0.03
H22 1.642 0.002 5.929  0.05
H23 0.682 0.453 7.092  0.08
O13 0.753 0.302 6.145  -0.01
H24 -4.104 5.342 -1.925  0.06
H25 -2.787 4.694 -1.351  0.01
O14 -3.732 4.527 -1.585  -0.07
H26 3.592 0.571 2.245  0.03
H27 2.771 0.761 0.960  0.02
O15 3.569 0.221 1.347  -0.09
H28 0.394 -1.601 -5.920  0.06
H29 0.578 -0.660 -4.749  0.00
O16 0.848 -1.519 -5.076  -0.03
H30 -2.726 1.704 2.657  -0.01
H31 -1.973 0.884 3.603  0.03
O17 -1.868 1.710 3.107  -0.07
H32 3.597 -1.778 -0.468  0.00
H33 3.673 -1.737 -1.922  0.01
O18 4.229 -1.974 -1.163  -0.05
H34 -2.432 2.744 -0.233  0.03
O19 -2.960 2.377 0.480  -0.06
H35 2.365 -2.063 3.066  0.03
H36 2.996 -0.629 2.609  0.01
O20 2.805 -1.267 3.385  -0.09
H37 2.448 -2.602 -4.374  -0.01
O21 3.408 -2.615 -4.283  -0.06
H38 0.933 -3.119 6.215  0.02
H39 1.814 -3.805 5.275  0.02
O22 1.698 -2.929 5.683  -0.08
H40 -4.402 2.643 -4.656  0.05
H41 -4.328 1.490 -3.664  0.02
O23 -3.977 1.799 -4.513  -0.05
H42 -0.168 -0.875 5.568  -0.02
H43 -0.273 -1.860 4.322  0.02
O24 -0.569 -1.711 5.223  -0.09
H44 -3.158 -1.678 4.371  0.02
H45 -3.806 -3.088 4.703  0.04
O25 -3.829 -2.325 4.112  -0.06
H46 -2.299 -0.224 0.212  0.03
H47 -2.632 -1.768 -0.455  0.05
O26 -2.783 -1.044 0.150  -0.04
H48 2.402 4.130 -1.441  0.00
H49 2.711 5.278 -2.391  0.03
O27 2.393 5.104 -1.512  -0.06
H50 -2.376 0.854 -4.170  0.01
H51 -2.927 -0.474 -4.242  0.01
O28 -2.059 -0.063 -4.332  -0.07
H52 0.050 -4.346 3.839  0.04
H53 1.316 -4.656 3.074  0.02
O29 0.825 -4.918 3.865  -0.05
H54 1.253 5.246 1.599  0.05
H55 2.134 4.348 2.520  0.04
O30 1.813 4.480 1.619  -0.03
H56 -0.136 2.351 -2.597  0.03
H57 -0.947 3.353 -3.626  0.02
O31 -0.837 3.005 -2.717  -0.05
H58 -4.128 0.913 1.903  0.03
O32 -4.016 0.254 2.599  -0.05
H59 1.490 -0.857 0.231  0.07
H60 0.183 -0.727 0.925  0.08
O33 0.597 -0.524 0.068  -0.05
H61 -3.901 2.676 0.468  0.00
H62 4.101 -3.909 1.417  -0.01
H63 3.607 -3.461 -3.875  0.04
H64 -5.502 -3.333 -1.502  0.05
H65 1.124 0.309 -1.431  0.00
H66 -4.012 -0.617 2.218  0.02
O34 3.123 1.972 4.498  -0.03
H67 3.269 1.153 4.958  0.02
H68 2.441 1.961 3.821  -0.01
O35 1.465 1.644 1.176  -0.06
H69 0.763 1.220 0.681  0.04
H70 1.408 2.170 1.998  0.03
O36 1.090 1.967 -4.948  -0.07
H71 1.137 2.725 -4.356  0.03
H72 1.635 1.387 -4.392  0.02
O37 0.809 2.957 3.508  -0.08
H73 0.308 2.249 3.949  0.06
H74 0.149 3.306 2.893  0.06
O38 -5.398 3.430 0.192  -0.06
H75 -4.991 3.432 -0.685  0.02
H76 -6.217 3.068 0.501  0.05
O39 -0.826 3.660 -5.485  -0.05
H77 -0.478 2.771 -5.662  0.04
H78 -0.120 4.231 -5.199  0.04
O40 4.852 0.290 -3.457  -0.06
H79 5.461 -0.008 -2.757  0.06
H80 5.294 -0.278 -4.107  0.06

[2]
This record from OMol25 describes a 2-piece molecular cluster, C5H11NO overall. The level of theory is ωB97M-V/def2-TZVPD.

Values from the calculation:
- Net charge: 0
- Total energy: -327.06426 Ha
- Orbital gap: 0.3756 hartree
- Energy relative to the best compared isomer or geometry (same formula, charge and spin): 176.1 kJ/mol

Each line ends with the Löwdin charge.
Element x y z (Å)
C1 0.937 0.147 1.891  -0.13
N1 0.311 0.024 0.600  0.01
C2 0.986 -0.012 -0.471  -0.47
C3 2.481 0.023 -0.654  -0.01
O1 0.340 -0.081 -1.653  0.05
H1 0.536 -0.625 2.559  0.07
H2 2.033 0.070 1.896  0.06
H3 0.663 1.116 2.328  0.08
H4 2.729 -0.202 -1.693  0.08
H5 2.971 -0.704 -0.001  0.08
H6 2.869 1.016 -0.406  0.09
H7 -0.612 -0.055 -1.438  0.06
C4 -2.896 0.085 -1.079  -0.10
C5 -2.490 -0.436 0.075  -0.10
H8 -3.139 1.141 -1.167  0.05
H9 -2.988 -0.518 -1.980  0.05
H10 -2.214 -1.483 0.173  0.06
H11 -2.375 0.167 0.971  0.05

What is the total energy in the second record?
-327.06426 Ha

Which value of energy relative to the best compared isomer or geometry (same formula, charge and spin) does entry 2 give?
176.1 kJ/mol

Copy entry 2 word for word.
This record from OMol25 describes a 2-piece molecular cluster, C5H11NO overall. The level of theory is ωB97M-V/def2-TZVPD.

Values from the calculation:
- Net charge: 0
- Total energy: -327.06426 Ha
- Orbital gap: 0.3756 hartree
- Energy relative to the best compared isomer or geometry (same formula, charge and spin): 176.1 kJ/mol

Each line ends with the Löwdin charge.
Element x y z (Å)
C1 0.937 0.147 1.891  -0.13
N1 0.311 0.024 0.600  0.01
C2 0.986 -0.012 -0.471  -0.47
C3 2.481 0.023 -0.654  -0.01
O1 0.340 -0.081 -1.653  0.05
H1 0.536 -0.625 2.559  0.07
H2 2.033 0.070 1.896  0.06
H3 0.663 1.116 2.328  0.08
H4 2.729 -0.202 -1.693  0.08
H5 2.971 -0.704 -0.001  0.08
H6 2.869 1.016 -0.406  0.09
H7 -0.612 -0.055 -1.438  0.06
C4 -2.896 0.085 -1.079  -0.10
C5 -2.490 -0.436 0.075  -0.10
H8 -3.139 1.141 -1.167  0.05
H9 -2.988 -0.518 -1.980  0.05
H10 -2.214 -1.483 0.173  0.06
H11 -2.375 0.167 0.971  0.05

Repeat the second record exactly.
This record from OMol25 describes a 2-piece molecular cluster, C5H11NO overall. The level of theory is ωB97M-V/def2-TZVPD.

Values from the calculation:
- Net charge: 0
- Total energy: -327.06426 Ha
- Orbital gap: 0.3756 hartree
- Energy relative to the best compared isomer or geometry (same formula, charge and spin): 176.1 kJ/mol

Each line ends with the Löwdin charge.
Element x y z (Å)
C1 0.937 0.147 1.891  -0.13
N1 0.311 0.024 0.600  0.01
C2 0.986 -0.012 -0.471  -0.47
C3 2.481 0.023 -0.654  -0.01
O1 0.340 -0.081 -1.653  0.05
H1 0.536 -0.625 2.559  0.07
H2 2.033 0.070 1.896  0.06
H3 0.663 1.116 2.328  0.08
H4 2.729 -0.202 -1.693  0.08
H5 2.971 -0.704 -0.001  0.08
H6 2.869 1.016 -0.406  0.09
H7 -0.612 -0.055 -1.438  0.06
C4 -2.896 0.085 -1.079  -0.10
C5 -2.490 -0.436 0.075  -0.10
H8 -3.139 1.141 -1.167  0.05
H9 -2.988 -0.518 -1.980  0.05
H10 -2.214 -1.483 0.173  0.06
H11 -2.375 0.167 0.971  0.05